No. 1
Entry from the OMol25 dataset: a structure of composition C22H15Cl4CsN2O4Se at a distorted geometry (the ωB97M-V functional and the def2-TZVPD basis).

```
! RIJCOSX wB97M-V def2-TZVPD def2/J DEFGRID3
* xyz -2 1
Cs 0.30 -0.73 0.26
Se -3.70 0.38 -2.37
Cl -2.33 3.65 1.91
Cl -4.20 3.26 4.42
Cl -4.33 0.47 5.82
Cl -2.65 -1.94 4.65
O -0.81 1.26 1.17
O -1.03 -1.23 2.31
O 1.07 -1.91 -2.00
O 2.67 -1.82 -0.45
N -2.60 -0.79 -1.68
N -4.73 -0.84 -3.16
C 4.78 -4.37 -3.27
C -3.02 -1.99 -2.02
C 0.97 -4.97 -1.42
C 2.87 -3.48 -2.10
C 2.33 -4.76 -2.02
C 4.62 -1.88 -2.91
C -2.92 -4.38 -2.07
C -1.71 -0.25 2.78
C 5.07 -6.85 -3.64
C -3.26 1.93 3.80
C -4.09 -4.41 -2.88
C -1.61 1.08 2.15
C 4.09 -3.28 -2.75
C -4.73 -3.27 -3.26
C -2.39 -3.20 -1.64
C 2.13 -2.29 -1.47
C -2.56 -0.37 3.89
C 3.04 -5.84 -2.54
C -2.42 2.10 2.69
C -3.32 0.69 4.41
C 4.28 -5.66 -3.15
C -4.21 -2.02 -2.85
H -2.45 -5.31 -1.78
H -1.49 -3.16 -1.03
H 5.47 -7.41 -2.79
H 0.76 -6.03 -1.26
H -4.48 -5.37 -3.20
H 3.95 -1.30 -3.54
H 4.45 -7.54 -4.22
H 4.67 -1.38 -1.94
H 0.21 -4.55 -2.08
H 0.87 -4.44 -0.46
H 5.62 -1.88 -3.37
H 5.73 -4.21 -3.77
H -5.62 -3.30 -3.88
H 2.62 -6.84 -2.47
H 5.91 -6.53 -4.26
*
```

Calculated values
- ΔE to the lowest compared entry with this formula, charge and spin (kJ/mol) = 12.9
- frontier orbital gap (eV) = 3.7

Mulliken atomic charge list, values in e, 4 entries:
1. Cs 1.4182
2. Se 0.2951
3. Cl -0.2778
4. Cl -0.2715

***

No. 2
Entry from the OMol25 dataset: a structure of composition C22H15CuF12N5O14S4 at a distorted geometry (the ωB97M-V functional and the def2-TZVPD basis).

```
! RIJCOSX wB97M-V def2-TZVPD def2/J DEFGRID3
* xyz 1 3
Cu -0.25 0.46 -0.61
S 0.10 -0.55 -3.63
S -0.67 2.98 1.83
S -0.81 3.50 -0.66
S -2.32 -1.08 -2.67
F -1.49 1.38 -4.56
F -2.74 2.22 -1.89
F -0.63 -3.10 -1.94
F -2.66 4.33 -2.32
F 0.09 0.66 2.69
F 0.71 1.76 -4.61
F -2.41 -3.79 -2.97
F -2.00 1.12 3.10
F -2.57 -3.19 -0.89
F -3.47 3.54 -0.41
F -0.22 0.39 -6.11
F -0.38 2.02 4.33
O -1.68 -0.66 0.67
O 3.40 1.12 0.97
O 0.61 3.59 2.16
O -0.24 -1.83 -4.33
O 2.44 -2.76 -0.90
O 1.09 -1.49 0.20
O 0.00 3.16 -1.81
O -3.20 -0.51 -1.64
O -1.33 -1.69 2.57
O -0.74 4.85 -0.12
O 1.44 -0.37 -3.15
O -1.80 3.84 2.01
O -2.78 -1.13 -4.04
O 1.97 1.06 -0.61
N 3.07 1.40 -0.15
N -0.72 2.21 0.45
N -0.77 -0.27 -2.41
N 1.92 -2.41 0.13
N -2.09 -1.22 1.72
C 3.62 2.50 -2.40
C 2.37 -3.12 3.81
C 5.10 2.83 -0.52
C -3.54 -1.33 1.98
C 5.59 3.89 -2.55
C -4.47 -0.53 1.29
C -4.00 -2.30 2.93
C -0.27 0.88 -4.88
C -0.75 1.58 3.13
C -5.82 -0.54 1.65
C -1.98 -2.93 -2.04
C 4.38 3.41 -3.04
C 2.83 -4.34 1.34
C 3.92 2.26 -1.05
C 2.92 -4.36 3.76
C 2.10 -2.50 2.64
C -5.36 -2.40 3.16
C 5.96 3.63 -1.28
C 2.36 -3.05 1.40
C -6.25 -1.53 2.51
C -2.56 3.40 -1.38
C 3.15 -4.99 2.50
H -3.29 -2.93 3.45
H 5.38 2.47 0.46
H 1.66 -1.52 2.68
H -6.48 0.17 1.18
H 4.17 3.60 -4.09
H 2.09 -2.66 4.75
H 2.86 -4.90 0.42
H 6.26 4.59 -3.03
H -7.32 -1.62 2.63
H 6.86 4.05 -0.86
H -4.04 0.18 0.61
H -5.77 -2.98 3.97
H 3.19 -4.81 4.71
H 2.64 2.35 -2.84
H 3.58 -5.97 2.61
*
```

Calculated values
- frontier orbital gap (alpha / beta) (eV) = 8.1 / 2.9
- <S²> = 2.017

Mulliken atomic charge list, values in e, 4 entries:
1. Cu 2.0786
2. S 0.2624
3. S 0.6966
4. S 0.4041

***

| no. | DFT total energy (eV) |
| --- | --- |
| 1 | -150213.2856 |
| 2 | -179739.0481 |